Entry 1:
The following is a DFT calculation (wB97M-V/def2-TZVPD) of one molecule with the formula CH3IO3S at a distorted geometry.

Cartesian coordinates (Å):
1 C -0.4875 -0.1891 -0.0514
2 O -1.0256 2.2835 -0.5696
3 O -2.3528 1.4243 1.2398
4 O -2.8967 0.5054 -1.1300
5 S -1.6583 1.1887 0.0601
6 I -4.2535 -0.3484 0.0124
7 H 0.2875 -0.1627 0.7738
8 H -0.8725 -1.2847 0.1566
9 H -0.2417 -0.1847 -1.1152

## Properties
HOMO = -9.66 eV
frontier orbital gap = 8.91 eV
lowest unoccupied orbital energy = -0.7 eV
spin multiplicity = 1

Mulliken population analysis, charges in e, atoms 1 to 2:
1 C -0.723
2 O -0.514



Entry 2:
The following is a DFT calculation (wB97M-V/def2-TZVPD) of a 2-piece molecular cluster, CH3IOS2 overall.

Cartesian coordinates (Å):
1 C 0.2053 0.1376 -0.0392
2 O 1.0727 1.2396 0.1369
3 S 0.8321 2.2472 1.3801
4 S -2.1615 0.9751 2.8520
5 I -2.9769 3.1364 3.0254
6 H 0.7455 -0.5778 -0.6589
7 H -0.7062 0.4514 -0.5535
8 H -0.0644 -0.3199 0.9145

## Properties
HOMO (alpha / beta) = -8.85 / -8.76 eV
frontier orbital gap (alpha / beta) = 7.25 / 6.37 eV
lowest unoccupied orbital energy (alpha / beta) = -1.6 / -2.4 eV
spin multiplicity = 1

Mulliken population analysis, charges in e, atoms 1 to 2:
1 C -0.429
2 O -0.250



Entry 3:
The following is a DFT calculation (wB97M-V/def2-TZVPD) of one molecule with the formula CH3IOS2 at a distorted geometry.

Cartesian coordinates (Å):
1 C 0.1440 1.7703 0.3102
2 O -1.2901 -1.1550 0.6520
3 S 1.2639 -1.6801 -0.2308
4 S -0.8276 -1.4147 -0.7074
5 I 1.9236 1.0428 -0.3708
6 H -0.4297 2.3528 -0.2422
7 H 0.0384 1.8810 1.4398
8 H -0.8225 -2.7972 -0.8508

## Properties
HOMO (alpha / beta) = -7.77 / -9.10 eV
frontier orbital gap (alpha / beta) = 7.78 / 7.06 eV
lowest unoccupied orbital energy (alpha / beta) = 0.0 / -2.0 eV
expectation value of S² = 2.010
spin multiplicity = 3

Mulliken population analysis, charges in e, atoms 1 to 2:
1 C -0.827
2 O -0.456



Entry 4:
The following is a DFT calculation (wB97M-V/def2-TZVPD) of a 2-piece molecular cluster, CH3N2O2 overall at a distorted geometry.

Cartesian coordinates (Å):
1 C 0.8994 1.5420 -0.0381
2 N 4.1895 -0.8641 -0.2100
3 N 5.1829 -1.0587 0.3166
4 O 1.1894 1.7076 -1.1744
5 O 5.9463 -1.5285 1.1714
6 H -0.3632 1.7615 0.0507
7 H 1.5178 1.7998 0.9154
8 H 0.7800 0.4995 0.1839

## Properties
HOMO (alpha / beta) = 0.48 / -4.19 eV
frontier orbital gap (alpha / beta) = 3.22 / 5.71 eV
lowest unoccupied orbital energy (alpha / beta) = 3.7 / 1.5 eV
net charge = -1
expectation value of S² = 2.010
spin multiplicity = 3

Mulliken population analysis, charges in e, atoms 1 to 2:
1 C -0.738
2 N 0.189



Entry 5:
The following is a DFT calculation (wB97M-V/def2-TZVPD) of an isolated ion of composition CH3N2O2 and charge +1 at a distorted geometry.

Cartesian coordinates (Å):
1 N -1.2258 -0.2899 0.1237
2 C -0.1893 0.5024 0.0373
3 N 1.3202 -0.0472 0.0538
4 O 1.4308 -1.2068 -0.0371
5 O 2.1123 0.8379 0.0581
6 H -2.2093 0.0675 -0.0649
7 H -1.2304 -1.3335 0.1851
8 H -0.0087 1.4696 -0.3560

## Properties
HOMO = -17.22 eV
structure (SMILES) = [NH2+]=C[N+](=O)[O-]
frontier orbital gap = 9.70 eV
lowest unoccupied orbital energy = -7.5 eV
net charge = +1
spin multiplicity = 1

Mulliken population analysis, charges in e, atoms 1 to 2:
1 N -0.217
2 C 0.123



Entry 6:
The following is a DFT calculation (wB97M-V/def2-TZVPD) of an isolated ion of composition CH3N2O2S and charge -1 at a distorted geometry.

Cartesian coordinates (Å):
1 C 0.2719 -0.4916 -0.4964
2 N 1.6797 0.6336 0.9386
3 N 1.0790 0.5980 -0.1715
4 O -2.2579 0.8918 -0.7281
5 O -2.3104 -1.2603 0.5888
6 S -1.6185 0.0555 0.3420
7 H 0.6334 -1.4754 0.0903
8 H 0.2140 -0.3566 -1.5471
9 H 2.3087 1.4049 0.9833

## Properties
HOMO = -3.43 eV
frontier orbital gap = 7.71 eV
lowest unoccupied orbital energy = 4.3 eV
net charge = -1
spin multiplicity = 1

Mulliken population analysis, charges in e, atoms 1 to 2:
1 C -0.460
2 N -0.615



Number 4 is which compound?
CH3N2O2